1.
Entry from the Open Molecules 2025 dataset: one molecule with the formula C19H21N3O2S (ωB97M-V with the def2-TZVPD basis set).

```
46
Properties=species:S:1:pos:R:3:forces:R:3
N 4.639 -1.381 0.771 0.231 -0.206 0.389
H -2.357 -1.821 -0.553 -0.074 -0.192 0.018
C -2.534 -0.760 -0.473 -0.034 -0.023 -0.035
H -0.875 2.122 -1.023 0.058 0.163 -0.028
H -6.831 -1.283 1.158 0.026 -0.012 0.073
H -5.632 -0.387 2.097 -0.018 -0.012 0.088
H -4.451 -2.095 0.804 0.004 -0.030 -0.061
H -3.069 3.034 -0.276 -0.005 0.113 -0.009
C -4.869 -1.239 0.270 -0.157 -0.047 0.139
O -0.115 -1.884 -1.814 -0.165 -0.096 0.310
H 2.262 -2.524 -1.233 0.037 -0.128 0.053
C 5.398 1.626 -0.881 0.472 0.662 -0.101
H 7.981 1.707 1.284 0.080 0.002 0.067
C 5.366 -0.298 0.565 -0.318 -0.021 -0.226
H 1.501 0.061 0.303 0.072 0.222 -0.078
O 0.778 0.408 -2.062 -0.176 0.160 0.210
H -7.286 1.125 0.917 -0.027 0.008 -0.074
C -3.957 1.111 0.012 0.114 0.027 -0.009
H 0.543 -2.685 0.469 0.110 -0.111 0.197
H -6.675 0.511 -0.622 -0.070 -0.002 -0.061
H 4.918 2.148 -1.695 -0.027 -0.011 -0.020
H 6.929 -0.432 2.013 0.039 -0.065 0.084
N 0.808 -0.671 0.231 -0.458 0.217 -0.806
C 6.520 2.074 -0.255 -0.304 0.031 -0.287
H 2.964 -3.316 0.204 0.027 -0.024 -0.080
H -5.127 2.039 1.513 -0.048 0.054 -0.012
C -6.410 0.706 0.419 0.078 0.076 0.269
C 3.733 -0.203 -0.918 -0.549 -0.546 -0.117
C -5.258 1.703 0.479 -0.223 -0.029 -0.031
H 3.112 0.146 -1.718 -0.053 0.120 -0.183
C -5.986 -0.596 1.085 -0.067 -0.075 -0.268
C -1.515 0.105 -0.808 0.362 -0.228 -0.276
N 4.832 0.465 -0.480 0.391 -0.388 0.626
H 6.974 2.999 -0.571 -0.029 0.075 -0.084
C 7.091 1.335 0.803 -0.045 -0.385 0.261
C 1.342 -1.959 0.621 0.107 -0.583 -0.103
C 2.575 -2.380 -0.198 -0.136 0.136 0.101
H -5.281 -1.616 -0.671 -0.024 -0.072 0.030
C 6.522 0.161 1.211 0.379 0.429 -0.006
H 1.594 -1.909 1.683 -0.089 -0.006 -0.085
C -3.767 -0.269 -0.059 0.194 0.038 -0.062
H -5.491 2.588 -0.119 0.045 0.033 0.052
C 3.638 -1.339 -0.136 0.062 0.316 -0.379
C -1.689 1.473 -0.740 0.047 0.176 -0.069
C -2.912 1.967 -0.331 0.113 -0.141 -0.019
S 0.067 -0.567 -1.277 0.050 0.374 0.603
```
Positions in Å, forces in eV/Å.

Total energy ... -1449.5697 hartree
F_max ... 0.0185 Eh/bohr
Kohn-Sham gap ... 8.77 eV
E_HOMO ... -8.055 eV
Net charge ... 0
SMILES ... O=S(=O)(NCCc1cn2ccccc2n1)c1ccc2c(c1)CCCC2
Molar mass ... 355.46 g/mol


2.
Entry from the Open Molecules 2025 dataset: one molecule with the formula C6H9N3O2S at a distorted geometry (ωB97M-V with the def2-TZVPD basis set).

```
21
Properties=species:S:1:pos:R:3:forces:R:3
H 1.006 -0.380 -2.028 0.672 -0.151 0.690
H -2.314 -2.736 -0.523 0.213 0.905 0.857
H 2.615 0.354 -2.067 -0.338 -0.621 1.565
H -1.064 2.168 0.878 0.992 -0.831 -1.224
C 2.018 -0.455 -1.549 -0.767 -1.049 -2.138
N -2.617 0.487 0.310 -0.550 -0.353 -0.168
H 2.455 -1.463 -1.856 -0.634 1.335 0.512
C -0.406 1.338 0.428 0.326 3.741 -1.225
O 0.291 -1.418 0.392 2.443 -0.679 0.106
C -3.139 -0.681 -0.034 2.890 0.103 0.824
C -2.171 -1.727 -0.081 0.479 -0.564 -1.099
N -1.306 0.246 0.493 0.278 -2.462 0.019
O 2.929 -1.451 0.605 -0.289 -1.630 0.141
H -4.145 -0.821 -0.138 -2.436 -0.010 -0.399
H 0.813 1.577 2.314 -0.496 -0.008 0.021
C -0.987 -1.082 0.216 -0.474 2.675 0.482
H 1.232 2.634 0.936 -0.658 -1.022 0.403
C 0.936 1.581 1.233 0.197 0.888 -0.821
H -0.193 1.582 -0.753 -0.413 -0.364 2.782
S 1.900 -0.538 0.260 1.250 0.923 -0.963
N 2.148 0.786 0.963 -2.686 -0.827 -0.364
```
Positions in Å, forces in eV/Å.

Total energy ... -946.7968 hartree
F_max ... 0.0768 Eh/bohr
Kohn-Sham gap ... 8.84 eV
E_HOMO ... -8.985 eV
Net charge ... 0
SMILES ... C[S@@]1(=O)=NCCn2nccc2O1
Molar mass ... 187.22 g/mol


3.
Entry from the Open Molecules 2025 dataset: C45H45BN9PRuS as an isolated structure at a distorted geometry (ωB97M-V with the def2-TZVPD basis set).

```
103
Properties=species:S:1:pos:R:3:forces:R:3
C -0.281 -0.890 3.086 0.097 -0.078 -0.053
C -2.279 -4.389 4.793 -0.075 0.033 0.093
C 3.367 1.794 -1.902 -0.041 -0.200 -0.377
C -4.575 -1.669 0.661 -0.163 -0.017 -0.029
H -2.500 -6.511 4.912 -0.017 -0.109 0.049
H 3.837 1.169 -3.961 0.186 0.049 -0.212
C -1.005 -4.855 2.375 -0.011 0.082 0.006
N -0.540 1.144 -2.174 -1.500 -4.569 -1.344
C 1.308 -0.071 4.696 0.101 0.023 0.053
C -1.748 2.431 -4.448 -0.130 2.535 0.019
H 5.215 0.303 3.426 0.039 -0.012 0.067
C -2.539 2.926 -5.489 0.344 -0.598 0.588
C 4.598 0.814 2.693 0.014 0.078 -0.162
C -2.004 -0.757 -0.007 0.429 -0.059 0.709
H 0.892 1.868 5.513 0.022 0.044 0.082
C -1.679 -1.793 -4.119 0.498 1.550 0.730
C 3.688 -0.162 2.043 -0.034 -0.420 0.036
H -0.849 5.398 -3.049 0.016 0.115 0.095
S -0.154 2.728 -2.260 0.969 1.567 0.608
H -2.790 2.646 -0.226 -0.067 -0.041 -0.063
H 3.359 2.261 0.826 0.242 0.284 0.091
C 0.949 3.457 1.226 -0.581 0.115 0.054
H -3.347 4.650 -6.441 -0.038 0.012 -0.079
C 4.155 3.034 -1.681 -0.023 -0.052 0.160
H 4.651 3.314 -2.607 0.003 0.046 -0.017
H 1.540 -3.416 0.228 0.043 -0.102 0.026
H 2.711 4.077 2.259 0.107 0.007 0.082
H -1.937 0.505 -5.047 0.128 0.132 0.122
H 1.472 -1.961 3.706 0.076 0.020 0.026
C -1.041 0.436 -3.203 0.745 4.436 1.731
C -1.166 -3.555 2.835 0.328 0.068 -0.272
H -2.982 2.933 1.501 -0.024 0.020 0.001
H -5.213 -0.582 -1.068 -0.086 0.065 -0.028
N 1.967 0.138 -1.508 -0.627 -0.412 0.066
H -2.135 -3.763 -4.770 -0.030 -0.067 -0.100
N 2.661 0.186 1.240 0.424 0.097 0.503
C -2.479 2.308 0.765 0.071 -0.184 0.042
C 3.308 1.016 -3.044 -0.109 0.071 0.275
H -1.921 -2.312 4.412 -0.006 0.033 0.058
C -2.119 5.182 -4.765 -0.309 -0.185 -0.523
H 5.251 1.276 1.955 0.106 0.107 0.005
N 1.137 2.178 0.859 0.361 0.640 0.383
N -1.551 1.079 -4.314 0.597 -2.396 0.253
C -2.121 -5.685 4.330 0.007 -0.055 -0.026
N -0.051 1.567 0.674 -0.070 -1.004 -0.014
H 4.914 2.884 -0.916 0.058 0.074 0.074
C 2.022 4.443 1.503 0.191 -0.084 -0.010
C 0.891 -1.056 3.823 -0.213 0.002 -0.078
C 0.557 1.085 4.849 -0.021 0.005 -0.001
C -2.226 -1.603 1.087 0.292 -0.088 -0.019
H 2.955 -1.419 -4.246 -0.019 -0.032 -0.013
C -1.151 3.349 -3.563 -0.662 -0.637 -0.811
C 2.424 -0.024 -2.747 0.203 0.269 0.166
H -0.915 4.590 1.531 -0.119 0.221 0.071
H 1.262 -0.936 -4.289 -0.033 -0.082 -0.143
H -0.163 -3.335 -0.995 -0.052 0.161 -0.149
H 1.788 -3.845 1.932 -0.050 -0.101 -0.058
C -1.060 0.243 3.285 0.027 -0.246 0.008
C -1.800 -3.325 4.053 0.087 0.041 -0.079
C -1.099 -3.744 -2.872 -0.524 0.486 -0.944
H 4.385 -2.152 2.679 0.209 -0.117 0.142
Ru 0.019 -0.398 -0.327 -0.167 2.337 -2.576
H 4.033 1.601 3.186 -0.007 0.083 0.084
C -1.080 -0.979 -3.118 -0.241 -3.580 0.581
H 3.126 -3.975 0.790 0.022 0.020 0.006
H -2.783 -4.203 5.731 -0.012 -0.007 0.068
C -1.009 2.475 0.908 0.105 0.088 0.166
C -3.494 -2.053 1.431 0.020 0.062 -0.040
H -2.267 6.242 -4.895 0.003 0.115 -0.030
H 1.829 -2.047 -3.031 0.024 -0.065 -0.075
B 2.487 1.533 0.526 -0.623 -0.503 -0.177
H -2.002 0.349 2.768 -0.004 0.048 -0.103
H 1.573 5.366 1.859 0.004 0.041 -0.001
C -0.415 3.679 1.275 0.400 -0.310 -0.081
H -0.510 -5.037 1.430 0.053 -0.034 -0.070
H -1.244 2.107 4.303 -0.038 0.093 0.027
C -3.105 -0.403 -0.772 0.016 0.010 -0.267
C 3.701 -1.541 2.128 0.013 0.236 -0.090
C 2.093 -1.177 -3.627 -0.121 0.014 0.121
N -0.537 -1.588 -2.004 -0.070 0.178 -0.881
C -1.331 4.717 -3.733 0.065 -0.639 0.340
H -2.997 0.239 -1.636 -0.049 0.125 -0.018
C -1.678 -3.152 -4.007 0.402 -1.021 0.863
C -2.726 4.281 -5.640 0.145 0.722 0.222
C 2.636 -1.980 1.339 0.062 0.379 -0.144
C -1.481 -5.918 3.124 -0.069 -0.121 0.035
H -5.568 -2.019 0.901 -0.079 -0.018 0.043
P -0.638 -2.133 1.797 -1.010 0.635 0.403
C 2.247 -3.386 1.054 -0.083 0.005 -0.017
H -2.154 -1.338 -4.974 0.004 -0.021 -0.057
H -3.626 -2.713 2.277 -0.025 -0.065 0.039
H 3.504 3.849 -1.366 0.051 0.084 -0.001
H -3.008 2.232 -6.168 -0.097 -0.125 -0.145
H 2.226 -0.196 5.251 0.094 -0.033 0.068
C -0.637 1.225 4.162 -0.045 0.168 0.084
N 2.549 1.233 -0.988 0.571 0.452 -0.314
H 2.597 4.657 0.604 0.086 0.078 -0.015
C -0.576 -2.914 -1.908 0.158 -0.307 0.200
H -2.797 1.282 0.888 -0.089 0.060 0.089
H -1.360 -6.929 2.768 0.033 -0.120 -0.051
N 2.012 -0.917 0.835 -0.967 -0.448 -0.196
C -4.375 -0.858 -0.445 0.068 -0.020 -0.032
H -1.084 -4.812 -2.748 0.006 -0.138 0.069
```
Positions in Å, forces in eV/Å.

Spin multiplicity ... 2
Total energy ... -3093.7592 hartree
F_max ... 0.0971 Eh/bohr
Kohn-Sham gap (spin up / spin down) ... 6.09 / 6.06 eV
E_HOMO (spin up / spin down) ... -9.883 / -9.896 eV
Net charge ... +1
Molar mass ... 886.84 g/mol


> Which of these has the highest F_max?

C45H45BN9PRuS


Please write out number 2 again, unchanged.
Entry from the Open Molecules 2025 dataset: one molecule with the formula C6H9N3O2S at a distorted geometry (ωB97M-V with the def2-TZVPD basis set).

```
21
Properties=species:S:1:pos:R:3:forces:R:3
H 1.006 -0.380 -2.028 0.672 -0.151 0.690
H -2.314 -2.736 -0.523 0.213 0.905 0.857
H 2.615 0.354 -2.067 -0.338 -0.621 1.565
H -1.064 2.168 0.878 0.992 -0.831 -1.224
C 2.018 -0.455 -1.549 -0.767 -1.049 -2.138
N -2.617 0.487 0.310 -0.550 -0.353 -0.168
H 2.455 -1.463 -1.856 -0.634 1.335 0.512
C -0.406 1.338 0.428 0.326 3.741 -1.225
O 0.291 -1.418 0.392 2.443 -0.679 0.106
C -3.139 -0.681 -0.034 2.890 0.103 0.824
C -2.171 -1.727 -0.081 0.479 -0.564 -1.099
N -1.306 0.246 0.493 0.278 -2.462 0.019
O 2.929 -1.451 0.605 -0.289 -1.630 0.141
H -4.145 -0.821 -0.138 -2.436 -0.010 -0.399
H 0.813 1.577 2.314 -0.496 -0.008 0.021
C -0.987 -1.082 0.216 -0.474 2.675 0.482
H 1.232 2.634 0.936 -0.658 -1.022 0.403
C 0.936 1.581 1.233 0.197 0.888 -0.821
H -0.193 1.582 -0.753 -0.413 -0.364 2.782
S 1.900 -0.538 0.260 1.250 0.923 -0.963
N 2.148 0.786 0.963 -2.686 -0.827 -0.364
```
Positions in Å, forces in eV/Å.

Total energy ... -946.7968 hartree
F_max ... 0.0768 Eh/bohr
Kohn-Sham gap ... 8.84 eV
E_HOMO ... -8.985 eV
Net charge ... 0
SMILES ... C[S@@]1(=O)=NCCn2nccc2O1
Molar mass ... 187.22 g/mol